{"formula": "C18H18N3NiS4Sb2", "method": "ωB97M-V with the def2-TZVPD basis set", "species": ["Ni", "C", "C", "C", "C", "C", "C", "N", "Sb", "C", "C", "C", "C", "C", "C", "N", "C", "C", "C", "C", "C", "C", "N", "H", "H", "H", "H", "H", "H", "H", "H", "H", "H", "H", "H", "H", "H", "H", "H", "H", "H", "S", "Sb", "S", "S", "S"], "xyz": [[0.0302, -0.1118, -0.1804], [0.0040, 1.4102, 2.7828], [0.0012, 2.3643, 1.6438], [0.0007, 3.7489, 1.8278], [0.0050, 4.5933, 0.7343], [0.0065, 4.0467, -0.5412], [0.0025, 2.6649, -0.6617], [0.0011, 1.8534, 0.4004], [0.0013, 1.8735, -2.6917], [-1.6295, 0.4592, -2.4196], [-2.5040, 0.2638, -3.4758], [-3.6280, -0.5222, -3.2660], [-3.8486, -1.0369, -2.0037], [-2.9259, -0.8109, -0.9821], [-3.1698, -1.3488, 0.3930], [-1.8110, -0.0960, -1.2144], [1.6457, 0.4732, -2.4358], [2.4976, 0.2894, -3.5133], [3.6266, -0.4971, -3.3381], [3.8741, -1.0264, -2.0866], [2.9764, -0.8093, -1.0423], [3.2585, -1.3607, 0.3209], [1.8568, -0.0919, -1.2397], [0.0145, 1.9227, 3.7414], [0.8695, 0.7422, 2.7394], [-0.8735, 0.7551, 2.7551], [-0.0023, 4.1465, 2.8329], [0.0068, 5.6680, 0.8715], [0.0109, 4.6716, -1.4253], [-2.3086, 0.7277, -4.4342], [-4.3329, -0.7067, -4.0672], [-4.7408, -1.6085, -1.7864], [-4.2249, -1.2797, 0.6569], [-2.5786, -0.8165, 1.1329], [-2.8790, -2.4010, 0.4309], [2.2797, 0.7608, -4.4632], [4.3149, -0.6698, -4.1561], [4.7699, -1.6036, -1.9004], [4.3242, -1.3103, 0.5439], [2.9522, -2.4081, 0.3647], [2.7004, -0.8259, 1.0847], [1.6790, -1.4624, 4.1999], [-0.1523, -2.6949, 3.4665], [0.0662, -1.9494, 0.8977], [-0.0470, -3.5658, -0.2235], [-2.0050, -1.4158, 4.0540]], "gap_ev": [5.112, 5.074], "total_energy_ha": -4442.623602, "s_squared": 2.01, "spin_multiplicity": 3, "charge": -1}